Record 1
{"formula": "C8H17BN2O3S", "method": "the ωB97M-V functional and the def2-TZVPD basis", "elements": ["O", "O", "O", "S", "B", "C", "N", "N", "C", "C", "C", "C", "C", "C", "C", "H", "H", "H", "H", "H", "H", "H", "H", "H", "H", "H", "H", "H", "H", "H", "H", "H"], "positions_angstrom": [[-0.72357, 1.23231, -1.27063], [-1.48514, -1.61530, -3.40087], [-1.24162, -2.49925, -1.15067], [2.71858, -2.25947, -0.94580], [-0.77195, -1.80282, -2.22407], [0.06616, 0.71166, -0.48447], [0.75045, -0.44519, -0.80510], [0.14690, 2.75190, 0.61585], [1.95754, -0.94748, -0.06361], [-2.05324, 1.07256, 1.53021], [-0.24409, 1.30606, 3.33433], [1.74149, -1.99761, -2.41216], [-0.62542, 0.75699, 1.95176], [0.58753, -1.06871, -2.12071], [0.27848, 1.35708, 0.84766], [-2.28317, -2.16155, -3.48582], [-0.51722, -2.50868, -0.45356], [0.89759, 3.04045, -0.00449], [-0.72190, 2.85006, 0.09263], [2.67350, -0.12829, 0.03785], [1.65660, -1.31126, 0.92644], [-2.19672, 0.75825, 0.50022], [-2.28697, 2.12873, 1.58137], [-2.81361, 0.59442, 2.15387], [0.79341, 1.00706, 3.58321], [-0.26265, 2.38952, 3.29008], [-0.92748, 0.97106, 4.08018], [1.25643, -2.97629, -2.66320], [2.39068, -1.76019, -3.26641], [-0.48453, -0.32512, 1.96994], [0.39010, -0.32142, -2.90812], [1.33383, 1.20054, 1.16406]], "smiles": "CC(C)[C@H](N)C(=O)N1CSC[C@H]1B(O)O", "de_lowest_kcal_mol": 0.0, "total_energy_ha": -1073.4044, "orbital_gap_ev": 9.505}

=====

Record 2
{"formula": "C8H17BO2", "method": "the ωB97M-V functional and the def2-TZVPD basis", "elements": ["O", "O", "B", "C", "C", "C", "C", "C", "C", "C", "C", "H", "H", "H", "H", "H", "H", "H", "H", "H", "H", "H", "H", "H", "H", "H", "H", "H"], "positions_angstrom": [[2.43649, -2.07188, -1.92822], [1.76511, -0.08068, -3.16264], [1.44975, -1.21739, -2.42509], [-0.03877, -1.58411, -2.01564], [-0.93523, 2.17265, 1.65459], [-1.17851, 0.81877, 2.36225], [0.37002, 2.13959, 0.78236], [-0.24094, -1.54041, -0.53153], [-1.45102, -0.29086, 1.34950], [0.68291, 0.67963, 0.28988], [-0.58514, -0.15031, 0.02274], [2.12961, -2.86235, -1.44224], [2.73079, -0.11201, -3.00473], [0.02446, -2.60434, -2.36097], [-0.78237, -1.00521, -2.59173], [-0.91630, 2.97349, 2.37716], [-1.74752, 2.39105, 0.95689], [-0.26715, 0.56087, 2.90331], [-1.98706, 0.91462, 3.09685], [1.20022, 2.52811, 1.38238], [0.29298, 2.83140, -0.04143], [0.63211, -1.95866, -0.03304], [-1.05588, -2.24417, -0.28678], [-2.50732, -0.22329, 1.07595], [-1.35039, -1.27888, 1.82259], [1.31451, 0.68392, -0.62356], [1.23111, 0.13402, 1.04270], [-1.21647, 0.39645, -0.67155]], "smiles": "OB(O)CCC1CCCCC1", "de_lowest_kcal_mol": 6.2, "total_energy_ha": -490.4537, "orbital_gap_ev": 10.758}

=====

Record 3
{"formula": "C8H17BrF3GaNOSr", "method": "the ωB97M-V functional and the def2-TZVPD basis", "elements": ["C", "C", "N", "Ga", "C", "C", "O", "C", "F", "F", "F", "C", "Br", "C", "C", "H", "H", "H", "H", "H", "H", "H", "H", "H", "H", "H", "H", "H", "H", "H", "H", "H", "Sr"], "positions_angstrom": [[1.90605, 2.81509, 0.42488], [2.70571, 1.61313, -0.01346], [2.06552, 0.40581, 0.48070], [0.44825, 0.06484, -0.58386], [-1.21279, 0.67033, 0.52657], [-2.46815, -0.06368, 0.18468], [-3.52786, 0.33289, 1.06128], [-2.94875, 0.29981, -1.22098], [-2.56986, -0.56184, -2.09657], [-2.52061, 1.49611, -1.58657], [-4.24702, 0.34736, -1.26970], [0.27705, -1.86001, -1.15819], [1.33832, -2.01742, -2.82696], [0.84849, -2.88501, -0.17860], [0.42958, -2.66310, 1.27227], [2.53810, 3.52560, 0.98687], [1.41587, 3.33076, -0.44254], [1.12814, 2.42035, 1.13581], [2.70731, 1.64163, -1.10046], [3.71395, 1.65928, 0.37143], [2.70673, -0.32427, 0.18180], [0.55337, 1.06054, -1.85783], [-1.37728, 1.72237, 0.40394], [-0.95541, 0.41908, 1.55108], [-2.35867, -1.13100, 0.30780], [-3.13015, 0.68682, 1.86103], [-0.72127, -2.16342, -1.42731], [0.47801, -3.85632, -0.47443], [1.91398, -2.95554, -0.29634], [-0.29257, -3.38840, 1.60626], [1.28099, -2.76987, 1.92444], [0.00168, -1.68417, 1.46349], [-0.12671, 3.81225, 0.78949]], "charge": 1, "total_energy_ha": -5273.7303, "orbital_gap_ev": 4.492}